1.
Formula: C21H61N5O12
Source: the OMol25 dataset
Level of theory: wB97M-V/def2-TZVPD

net charge	0
structure (SMILES)	COC[C@H](C)N.COC[C@H](C)N.COC[C@H](C)N.NC(N)=O.OCCO.OCCO.OCCO.OCCO
spin multiplicity	1
highest occupied orbital energy	-8.5	eV

Each line ends with the Mulliken charge.
Positions of all 99 atoms, in Å:
C: -6.381 -3.937 -1.713  -0.810
O: -5.663 -3.240 -0.648  -0.312
C: -5.052 -2.023 -1.035  -0.941
C: -3.643 -1.945 -0.525  0.690
C: -3.505 -2.151 0.994  -1.126
N: -3.153 -0.614 -0.898  -0.543
H: -6.610 -4.896 -1.250  0.259
H: -5.633 -4.149 -2.478  0.353
H: -7.267 -3.485 -2.158  0.275
H: -4.944 -1.829 -2.102  0.499
H: -5.663 -1.180 -0.710  0.328
H: -3.023 -2.702 -1.007  0.074
H: -2.453 -2.040 1.257  -0.096
H: -3.696 -3.184 1.282  0.399
H: -4.205 -1.579 1.604  0.432
H: -3.639 0.106 -0.383  0.101
H: -3.311 -0.365 -1.864  0.302
C: -1.525 -0.895 4.160  -0.458
O: -0.351 -0.097 4.300  -0.484
C: 0.197 0.363 3.078  1.863
C: 1.238 1.404 3.357  0.277
C: 0.793 2.599 4.040  -1.650
N: 1.839 1.863 2.103  -0.064
H: -2.354 -0.402 3.653  0.208
H: -1.878 -1.088 5.173  0.373
H: -1.341 -1.838 3.647  0.061
H: 0.611 -0.476 2.519  -0.467
H: -0.635 0.742 2.485  -0.949
H: 1.996 0.932 3.982  0.425
H: 0.362 2.300 4.996  0.408
H: 0.081 3.176 3.450  0.212
H: 1.576 3.321 4.270  0.430
H: 1.034 2.256 1.636  0.035
H: 2.425 2.674 2.242  0.261
C: -2.021 -5.696 2.332  -0.728
O: -1.249 -4.623 2.877  -0.303
C: 0.026 -4.364 2.388  -0.879
C: -0.047 -3.588 1.070  1.868
C: -0.371 -4.287 -0.287  -1.333
N: 1.115 -2.817 0.794  -0.736
H: -2.353 -5.710 1.294  0.278
H: -2.909 -5.741 2.962  0.253
H: -1.445 -6.617 2.423  0.341
H: 0.560 -3.848 3.185  0.361
H: 0.564 -5.259 2.075  0.400
H: -0.673 -2.723 1.289  -1.006
H: -1.425 -4.564 -0.265  0.248
H: 0.349 -5.084 -0.475  0.382
H: -0.250 -3.568 -1.097  0.355
H: 1.776 -3.564 0.638  0.316
H: 1.570 -2.317 1.545  0.084
N: -0.337 -0.535 -0.514  0.489
C: 0.426 0.307 -1.067  1.090
N: 1.648 -0.051 -1.131  -0.088
O: 0.129 1.461 -1.342  -0.948
H: 0.038 -1.398 -0.148  0.036
H: -1.340 -0.445 -0.429  -0.341
H: 2.277 0.585 -1.598  0.073
H: 1.837 -0.962 -0.737  0.077
O: 3.871 1.524 -2.615  -0.649
C: 3.866 2.969 -2.591  -0.717
C: 2.872 3.572 -1.638  0.093
O: 3.353 3.565 -0.277  -0.438
H: 4.536 1.229 -1.989  0.355
H: 4.893 3.283 -2.401  0.371
H: 3.599 3.431 -3.541  0.351
H: 1.964 2.974 -1.559  -0.064
H: 2.587 4.608 -1.818  0.401
H: 3.154 4.400 0.153  0.204
O: 1.749 4.174 -6.866  -0.531
C: 0.775 3.307 -6.374  -0.761
C: 1.125 2.901 -4.873  0.203
O: 0.081 2.136 -4.267  -0.595
H: 2.475 3.643 -7.201  0.322
H: -0.238 3.709 -6.352  0.357
H: 0.640 2.420 -6.994  0.328
H: 1.378 3.779 -4.279  0.201
H: 2.019 2.289 -5.000  0.095
H: 0.358 1.955 -3.366  0.303
O: 6.014 0.836 -1.107  -0.458
C: 6.239 0.416 0.203  -0.582
C: 5.074 0.832 1.103  -0.099
O: 5.021 2.205 1.439  -0.596
H: 6.781 0.700 -1.668  0.229
H: 6.262 -0.672 0.152  0.340
H: 7.132 0.753 0.730  0.330
H: 5.181 0.376 2.087  0.470
H: 4.131 0.540 0.641  -0.074
H: 4.472 2.598 0.756  0.451
O: -4.342 2.622 0.520  -0.567
C: -3.031 3.114 0.343  -0.689
C: -2.029 2.364 1.244  0.300
O: -0.730 2.802 0.869  -0.583
H: -4.881 2.933 -0.211  0.321
H: -2.660 3.079 -0.681  0.335
H: -3.078 4.176 0.586  0.373
H: -2.136 1.280 1.192  -0.476
H: -2.172 2.706 2.269  0.426
H: -0.425 2.256 0.140  0.064

=====

2.
Formula: C21H63N5O8
Source: the OMol25 dataset
Level of theory: wB97M-V/def2-TZVPD

net charge	0
structure (SMILES)	COC[C@H](C)N.COC[C@H](C)N.COC[C@H](C)N.COC[C@H](C)N.COC[C@H](C)N.CO.O.O
spin multiplicity	1
highest occupied orbital energy	-8.7	eV

Each line ends with the Mulliken charge.
Positions of all 97 atoms, in Å:
C: 2.993 1.705 -0.880  -0.596
O: 3.575 1.348 -2.095  -0.362
C: 4.929 0.954 -2.114  -0.696
C: 5.858 2.059 -1.582  0.581
C: 5.875 3.355 -2.375  -1.440
N: 7.237 1.568 -1.445  -0.764
H: 2.984 0.949 -0.084  0.350
H: 1.980 2.082 -1.002  0.004
H: 3.480 2.548 -0.375  0.333
H: 5.053 0.073 -1.467  0.339
H: 5.159 0.655 -3.136  0.332
H: 5.487 2.252 -0.566  0.276
H: 4.913 3.866 -2.350  0.277
H: 6.174 3.070 -3.391  0.352
H: 6.644 4.099 -2.157  0.415
H: 7.151 0.712 -0.896  0.280
H: 7.713 2.217 -0.826  0.284
C: 1.506 -2.198 -1.826  -0.677
O: 0.868 -2.529 -3.034  -0.277
C: 1.249 -3.754 -3.608  -0.554
C: 1.242 -3.636 -5.137  0.526
C: 1.398 -5.017 -5.732  -1.557
N: 2.353 -2.773 -5.544  -0.735
H: 1.385 -3.018 -1.108  0.328
H: 1.079 -1.317 -1.349  0.030
H: 2.583 -2.032 -1.927  0.445
H: 2.185 -4.139 -3.187  0.446
H: 0.549 -4.548 -3.291  0.151
H: 0.325 -3.184 -5.513  0.239
H: 0.400 -5.455 -5.649  0.361
H: 2.191 -5.631 -5.300  0.302
H: 1.689 -5.017 -6.785  0.442
H: 2.211 -1.852 -5.144  0.270
H: 3.277 -3.079 -5.272  0.265
C: -1.777 4.177 4.930  -0.647
O: -0.578 3.904 4.240  -0.400
C: -0.730 3.849 2.827  -0.224
C: 0.659 3.816 2.162  0.845
C: 1.508 5.060 2.379  -1.708
N: 0.458 3.621 0.708  -0.567
H: -2.349 4.988 4.455  0.289
H: -1.449 4.531 5.905  0.357
H: -2.493 3.349 4.952  0.160
H: -1.267 2.944 2.522  -0.459
H: -1.312 4.705 2.464  0.464
H: 1.209 2.937 2.501  0.421
H: 2.397 4.970 1.755  0.412
H: 1.730 5.205 3.436  0.346
H: 1.033 5.977 2.018  0.313
H: 0.128 2.658 0.601  0.204
H: -0.443 4.060 0.517  0.165
C: -1.334 -5.600 0.383  -0.897
O: -1.146 -5.061 -0.921  -0.174
C: -2.326 -4.971 -1.699  -1.036
C: -3.012 -3.611 -1.602  0.631
C: -2.091 -2.387 -1.722  -0.880
N: -3.874 -3.436 -0.387  -0.791
H: -1.937 -4.985 1.055  0.295
H: -0.331 -5.571 0.811  0.257
H: -1.774 -6.594 0.289  0.336
H: -2.135 -5.259 -2.736  0.413
H: -3.047 -5.743 -1.391  0.434
H: -3.688 -3.557 -2.462  0.302
H: -2.745 -1.522 -1.810  0.498
H: -1.466 -2.618 -2.591  0.044
H: -1.339 -2.196 -0.957  0.019
H: -3.311 -3.679 0.418  0.199
H: -4.051 -2.443 -0.294  0.323
C: -4.795 3.964 3.445  -0.647
O: -4.448 2.707 3.946  -0.413
C: -3.722 1.942 3.000  -0.242
C: -3.266 0.664 3.651  0.509
C: -2.140 -0.025 2.863  -1.139
N: -4.393 -0.316 3.696  -0.805
H: -5.327 4.633 4.124  0.290
H: -5.418 3.923 2.546  0.308
H: -3.882 4.535 3.221  0.110
H: -4.331 1.649 2.134  0.628
H: -2.942 2.584 2.569  -0.134
H: -2.921 0.811 4.680  0.371
H: -1.228 0.570 2.960  0.408
H: -2.378 -0.026 1.796  -0.051
H: -1.995 -1.051 3.190  0.388
H: -4.007 -0.944 4.408  0.282
H: -5.143 0.063 4.280  0.286
C: 0.083 -2.406 1.681  0.198
O: 0.841 -3.042 2.719  -0.596
H: 0.638 -2.556 0.752  -0.168
H: -0.855 -2.942 1.528  0.028
H: 0.012 -1.322 1.768  0.197
H: 0.354 -2.791 3.513  0.313
O: -2.042 3.241 -0.999  -0.502
H: -2.285 4.039 -0.516  0.264
H: -2.494 3.331 -1.847  0.245
O: -0.686 0.657 -0.495  -0.466
H: -0.449 1.436 -1.012  0.177
H: -1.592 0.824 -0.211  0.253

=====

Per-record ΔE to the lowest compared entry with this formula, charge and spin, kcal/mol: 0.0; 33.2
Per-record frontier orbital gap, eV: 9.004; 8.592
Per-record max |F|, eV Å⁻¹: 6.0; 2.3